Entry 1:
20
Properties=species:S:1:pos:R:3:forces:R:3:mulliken_charge:R:1 method="wB97M-V/def2-TZVPD" fmax_ev_per_a=3.6 energy_ev=-7913.37545 e_lumo_ha="-0.0066 / 0.0289" homo_energy_ev="-6.84 / -6.58" gap_ev="6.66 / 7.37" de_lowest_kj_mol=912.5
C -2.555636 1.300344 0.460020 -0.08 -0.11 0.07 -1.32
C -1.264156 0.897748 -0.231145 0.03 0.28 0.19 -0.15
C -0.781659 -0.458000 0.270754 -1.42 -0.11 0.42 -0.70
N 0.402179 -0.925041 -0.380899 1.58 -1.57 -0.98 0.46
C 0.691708 -2.180659 -0.698660 -1.57 -1.31 0.71 -0.58
C 1.289585 -0.044328 -0.647862 1.71 1.39 -0.20 -0.77
C 2.466401 0.534591 0.022349 0.07 3.08 -1.93 -0.66
H -2.393335 1.340523 1.543597 -0.22 0.06 -0.14 0.34
H -3.360169 0.594462 0.241501 -0.04 0.04 0.12 0.35
H -2.862086 2.286718 0.103717 -0.05 -0.09 0.16 0.35
H -1.432690 0.840137 -1.314048 0.30 0.11 0.20 0.27
H -0.545178 1.690544 0.007611 0.15 -0.32 -0.42 0.32
H -1.586485 -1.168992 0.067819 0.07 -0.17 0.37 0.40
H -0.503198 -0.437084 1.331898 -0.50 0.08 -0.02 0.27
H 1.403613 -2.525584 -1.451906 -0.25 0.74 0.54 0.27
H -0.053940 -2.839039 -0.285890 0.10 -0.71 -0.19 0.24
H 2.816447 -1.689102 0.750877 -0.09 -0.37 0.02 0.00
H 3.487007 0.443246 0.427175 -0.33 -2.08 0.03 0.50
H 2.723513 1.055800 -0.944683 0.55 0.83 1.28 0.23
H 2.058081 1.283716 0.727774 -0.03 0.24 -0.22 0.18



Entry 2:
24
Properties=species:S:1:pos:R:3:forces:R:3:mulliken_charge:R:1 method="wB97M-V/def2-TZVPD" fmax_ev_per_a=2.7 energy_ev=-32848.72598 e_lumo_ha=-0.0009 homo_energy_ev=-9.77 gap_ev=9.74 de_lowest_kj_mol=0.0
O 0.480742 -2.429999 1.154039 0.04 1.19 -0.72 -0.52
O -1.108441 2.439860 2.465248 1.22 -0.47 -1.98 -0.54
I 3.864059 -2.030369 1.565103 -0.47 -0.12 -0.44 0.08
I 0.491587 4.890953 -0.300710 0.11 -0.58 0.81 0.06
O 0.548936 -1.056451 -0.667596 0.32 0.07 0.37 -0.40
O -0.100340 1.517274 0.610650 -0.01 1.23 1.01 -0.16
C 1.083064 -1.896351 0.247555 -0.19 -2.08 0.92 0.68
C -0.287654 2.506666 1.545866 -1.91 -0.80 1.59 0.61
C -1.755275 -0.766164 -1.279517 1.80 -0.61 -0.26 -0.38
C -0.728792 -0.572022 -0.414525 -2.43 0.99 -0.76 0.65
C 2.497006 -2.342705 -0.074786 0.16 0.94 -0.42 -0.94
C 0.621807 3.697107 1.531160 0.31 -0.13 -0.60 -0.91
C -1.651434 -1.584648 -2.566432 0.03 -0.13 0.98 -1.17
C -0.953794 0.361283 0.760249 -0.49 -0.45 -0.24 -0.57
H -2.704541 -0.273508 -1.091170 0.25 0.00 0.12 0.34
H 2.876858 -1.781231 -0.915764 0.23 0.23 -0.06 0.36
H 2.519279 -3.387136 -0.366553 -0.17 -0.13 0.39 0.39
H 1.630449 3.298333 1.645274 0.16 0.42 -0.28 0.35
H 0.359106 4.322254 2.393033 0.05 -0.16 -0.56 0.40
H -1.617177 -0.940262 -3.434060 0.00 0.27 -0.21 0.30
H -2.513156 -2.238232 -2.680169 -0.16 0.02 0.03 0.35
H -0.769170 -2.228538 -2.583181 0.00 0.21 0.09 0.29
H -2.026823 0.668071 0.771545 0.90 -0.18 -0.04 0.32
H -0.756296 -0.174187 1.684742 0.23 0.28 0.29 0.41



Entry 3:
9
Properties=species:S:1:pos:R:3:forces:R:3:mulliken_charge:R:1 method="wB97M-V/def2-TZVPD" fmax_ev_per_a=7.3 energy_ev=-11337.42100 e_lumo_ha=0.0178 homo_energy_ev=-9.46 gap_ev=9.95 de_lowest_kj_mol=300.7
C -0.260730 0.419080 -0.237554 5.11 -4.98 1.47 0.45
C 0.910391 -0.830241 0.293048 -2.64 4.01 -1.71 0.49
N 0.486155 1.059079 -1.025013 -1.28 1.01 -0.35 -0.37
N 2.031327 -0.554343 -0.216062 -1.26 0.34 -0.60 -0.31
N -1.530111 0.318470 0.148264 -1.13 -1.41 0.99 -0.45
O 1.760607 0.573021 -1.103652 0.77 -0.76 1.01 -0.08
F 0.548476 -1.762580 1.109910 0.33 -0.74 0.57 -0.23
H -1.869574 -0.338833 0.882238 1.26 0.66 -1.06 0.24
H -2.076541 1.116348 0.148821 -1.16 1.87 -0.31 0.25



Entry 4:
69
Properties=species:S:1:pos:R:3:forces:R:3:mulliken_charge:R:1 method="wB97M-V/def2-TZVPD" fmax_ev_per_a=1.8 energy_ev=-55997.68572 e_lumo_ha="-0.1264 / -0.1909" spin_multiplicity=2 s2=0.77 homo_energy_ev="-11.49 / -11.50" gap_ev="8.05 / 6.30" total_charge=+1 de_lowest_kj_mol=110.7
Al 0.330225 -0.480476 0.418118 0.09 0.30 -0.17 0.01
N 2.261836 0.003272 -0.604398 -0.27 -0.08 0.11 -0.33
N 2.490641 1.344700 -0.281506 0.06 0.02 0.05 -0.31
C 1.514049 1.999940 0.452228 0.24 0.10 -0.01 0.62
O 1.556691 3.175884 0.677744 -0.05 -0.18 -0.02 -0.60
O 0.568316 1.161495 0.865196 -0.30 0.64 0.34 -0.43
H 3.057946 -0.573606 -0.342049 -0.04 -0.12 0.11 0.18
H 2.091747 -0.134777 -1.597239 0.03 0.05 -0.08 0.41
H 3.163656 1.894176 -0.789793 0.03 -0.02 -0.05 0.23
N -4.467251 3.391706 -0.734567 0.01 -0.06 0.02 -0.40
C -4.076570 2.370121 -0.385991 -0.05 0.20 -0.07 -0.24
C -3.577320 1.096916 0.038256 0.08 -0.27 0.07 0.10
C -4.422578 0.001879 0.205743 0.09 0.06 0.02 -0.22
C -3.875659 -1.195858 0.633653 -0.04 0.02 0.03 -1.16
C -2.515640 -1.271611 0.855186 -0.03 -0.04 0.00 -0.15
N -1.692129 -0.229251 0.656290 0.10 -0.05 -0.16 0.35
C -2.216762 0.938972 0.268800 -0.11 0.16 0.07 -0.07
H -5.481132 0.096281 0.005966 -0.01 0.01 0.02 0.53
H -4.493617 -2.068896 0.783523 0.02 -0.01 0.03 0.48
H -2.060047 -2.195161 1.184134 -0.01 -0.07 -0.10 0.72
H -1.532416 1.768184 0.153780 0.00 -0.01 0.00 0.68
C -1.087851 -2.589853 -2.654280 0.34 0.38 0.01 -1.36
C -0.642461 -2.797721 -1.213660 -1.00 -1.11 -0.21 0.81
O -1.104645 -3.772598 -0.603739 0.48 0.89 -0.14 -0.55
N 0.215037 -1.877938 -0.747371 -0.11 -0.43 -0.46 0.35
Te 0.780092 -2.738555 1.621859 0.88 -0.99 1.16 -0.02
C 1.196710 -3.345185 3.696352 -0.23 0.56 -0.28 0.36
C 1.408143 -2.421688 4.711972 0.07 0.05 -0.02 0.93
C 0.907221 -1.003093 4.689719 0.04 -0.10 0.04 -1.28
C 2.062749 -2.879170 5.857284 -0.05 0.03 0.03 -0.89
C 2.423646 -4.206515 6.016887 -0.01 -0.06 -0.03 0.60
C 3.170704 -4.679049 7.231287 -0.06 0.02 -0.06 -1.58
C 2.043794 -5.121223 5.034029 -0.07 0.14 0.02 -0.71
C 1.410537 -4.717418 3.869253 0.01 -0.05 -0.15 0.44
C 0.962134 -5.743831 2.862647 0.12 0.07 -0.01 -1.68
C 2.854853 -2.797802 1.104170 0.08 -0.06 -0.15 1.10
C 3.307002 -3.831675 0.270013 -0.21 0.03 -0.06 0.62
C 2.408435 -4.787109 -0.474025 0.03 0.06 0.05 -2.12
C 4.677773 -3.975478 0.067940 0.09 0.03 0.05 -0.92
C 5.604103 -3.125137 0.647332 -0.03 0.01 0.00 0.57
C 7.081372 -3.308900 0.450793 -0.07 0.03 -0.03 -1.53
C 5.125280 -2.068671 1.414381 -0.01 -0.06 -0.05 -0.56
C 3.770427 -1.883103 1.656924 -0.01 0.09 0.13 0.74
C 3.394924 -0.707351 2.522189 0.07 -0.13 -0.02 -1.73
H -1.364284 -3.552934 -3.071556 0.01 -0.04 0.04 0.40
H -0.306340 -2.123009 -3.250769 -0.06 0.03 -0.11 0.32
H -1.963104 -1.937761 -2.651073 -0.01 0.00 -0.02 0.27
H 0.591170 -0.691704 3.695521 0.00 0.06 0.02 0.05
H 1.660076 -0.306993 5.057415 0.00 0.03 -0.03 0.40
H 0.044643 -0.928789 5.354601 -0.02 0.04 -0.03 0.45
H 2.281229 -2.164167 6.642977 0.00 -0.03 0.03 0.39
H 3.439756 -3.847290 7.879043 0.01 -0.02 0.03 0.36
H 4.082056 -5.197116 6.931210 0.02 0.00 0.05 0.36
H 2.563218 -5.383033 7.801487 0.03 0.00 0.04 0.36
H 2.242688 -6.176752 5.179701 0.00 -0.01 0.01 0.44
H 1.032323 -6.745183 3.282419 0.01 0.01 0.01 0.50
H 1.579533 -5.711597 1.965400 0.03 -0.06 -0.08 0.23
H -0.070492 -5.568639 2.560180 0.00 -0.05 -0.02 0.31
H 1.353045 -4.609545 -0.289338 -0.09 -0.08 -0.02 0.32
H 2.641194 -5.819378 -0.209303 -0.01 0.00 0.00 0.45
H 2.579661 -4.687055 -1.547308 -0.02 0.00 0.00 0.47
H 5.027089 -4.786642 -0.561251 -0.03 -0.01 -0.01 0.42
H 7.301740 -4.252239 -0.044675 0.02 0.00 0.00 0.37
H 7.596673 -3.288956 1.410997 0.04 -0.01 -0.02 0.37
H 7.486114 -2.499041 -0.158473 0.04 -0.02 0.00 0.32
H 5.835007 -1.378912 1.858500 -0.03 0.04 0.00 0.51
H 4.074500 0.126394 2.347207 0.00 -0.01 -0.02 0.56
H 3.479043 -0.979283 3.574951 -0.10 0.02 0.03 0.43
H 2.380580 -0.359780 2.339319 -0.02 0.06 0.08 -0.07